1.
Entry from OMol25: 13 unconnected molecules or ions with the total composition C5H37NO14 at a distorted geometry (ωB97M-V with the def2-TZVPD basis set).

Output
**Strongest force on any atom**: 8.943 eV/Å
**Electronic energy**: -1320.63226 a.u.
**Highest occupied orbital energy**: -8.512 eV
**E_LUMO**: -0.003 Ha

Structure (XYZ):
```
57
Properties=species:S:1:pos:R:3:forces:R:3
C -2.683 0.330 0.216 4.7643 3.7110 -0.4699
N -1.331 -0.264 0.463 -1.8763 -3.1204 -2.3576
C -0.222 0.690 0.354 1.0662 -4.4280 -3.5615
C 1.067 -0.204 0.659 0.5709 4.0742 1.1659
C 1.005 -0.586 2.135 3.1710 -0.4676 -0.1516
O 0.012 -1.479 2.358 -2.2120 -3.2731 0.7191
C 0.080 1.250 -1.121 -1.9955 -0.6660 1.9694
O 0.245 2.586 -0.868 2.5907 2.8901 -0.0225
H -2.877 1.002 1.034 0.1000 0.5782 0.3952
H -2.656 0.936 -0.712 0.0029 0.0207 0.3668
H -3.537 -0.160 0.128 -3.2168 -3.6981 -0.2502
H -1.160 -1.108 -0.253 -0.4836 2.5947 1.5469
H -0.411 1.478 1.020 0.2149 1.1261 0.9128
H 1.288 -1.053 0.007 -0.7278 -0.0381 0.0551
H 1.930 0.535 0.405 -0.9500 -1.3106 0.8150
H 1.986 -1.063 2.455 -0.7365 0.1931 -0.5449
H 0.886 0.164 2.910 0.0789 0.8900 -0.9157
H -0.634 -1.627 1.630 1.0046 0.9908 0.3553
H 0.863 0.650 -1.588 0.4201 0.4803 -0.0334
H -0.784 1.236 -1.806 0.0361 -0.5975 0.3285
H 1.124 2.912 -0.456 -1.8627 -0.8557 -0.7956
H 2.787 -0.318 -4.278 0.0591 -0.2070 0.3872
H 3.069 -1.443 -3.257 -0.6829 -0.4297 1.3790
O 3.217 -1.170 -4.137 1.0670 1.1046 -2.6429
H -0.947 3.111 -2.580 1.3285 0.4801 -1.4637
H -0.001 4.207 -3.216 -0.9894 -2.4237 -0.3969
O -0.393 3.279 -3.403 -0.3532 2.1135 1.4025
H -0.881 -2.618 -2.944 -0.0779 0.2868 -1.0415
H -1.582 -3.276 -1.711 1.4724 1.1727 -0.1972
O -0.994 -2.517 -2.008 -1.1922 -1.0035 1.3200
H 1.013 2.917 3.803 -0.4959 -0.7684 -0.8223
H -0.011 1.814 3.539 0.4066 0.5296 -0.3796
O 0.657 2.362 3.066 -0.0137 0.9458 0.6183
H 0.059 0.551 5.279 -0.1835 0.5415 0.3250
H 1.392 0.736 4.706 -0.1265 0.8294 0.8890
O 0.802 1.186 5.358 0.4923 -1.6016 -0.3977
H -2.274 -0.188 4.269 2.4041 0.4959 -1.1139
H -1.035 -0.503 3.396 1.9713 -4.7288 -4.1372
O -1.340 0.090 3.963 -4.4908 4.4447 5.5072
H -2.847 -1.623 2.158 1.5882 0.0272 -1.7549
H -4.202 -1.536 2.580 -8.4082 0.0761 -3.0453
O -3.411 -1.541 2.884 6.6966 -0.0711 4.8059
H 3.916 1.036 -2.919 1.0349 0.0954 -0.3856
H 3.045 2.028 -2.087 0.2492 0.0542 -0.2033
O 3.100 1.143 -2.460 -1.2733 -0.0864 0.6497
H 0.299 -1.770 -5.079 0.7745 0.2850 -0.3886
H -0.112 -0.784 -3.898 -0.0722 -1.2625 -1.0917
O -0.356 -1.601 -4.414 -0.6802 1.0794 1.0676
H 1.053 -3.081 -3.252 2.6863 1.4319 1.6170
H 1.141 -2.119 -2.082 0.8200 -0.6659 -0.3853
O 1.780 -2.592 -2.674 -3.5693 -1.3963 -0.2808
H -2.061 -4.430 0.332 0.9506 -1.2804 5.7317
H -3.049 -3.781 -0.630 -4.6433 2.1731 0.1482
O -2.286 -4.202 -0.480 3.0839 -1.2212 -5.5330
H 1.979 4.183 1.326 -1.1173 2.3624 2.3618
H 2.059 2.676 1.159 0.1392 1.2042 -0.0093
O 2.221 3.551 0.723 1.1857 -3.6813 -2.0667
```
Forces are in eV/Å.

***

2.
Entry from OMol25: a gas-phase ion, C14H23BrNO (charge +1) (ωB97M-V with the def2-TZVPD basis set).

Output
**Strongest force on any atom**: 0.795 eV/Å
**Electronic energy**: -3251.05227 a.u.
**Highest occupied orbital energy**: -11.644 eV
**E_LUMO**: -0.090 Ha
**Net charge**: +1
**SMILES**: CCCC[NH2+]CCCOc1ccc(C)cc1Br

Structure (XYZ):
```
40
Properties=species:S:1:pos:R:3:forces:R:3
C -1.950 -0.697 -2.396 -0.2236 -0.2648 -0.1394
C -3.220 -1.465 -2.044 0.1711 -0.0162 0.1401
C -3.577 -1.454 -0.556 -0.1186 0.1136 -0.2868
C -3.859 -0.058 -0.004 -0.5175 -0.5362 -0.1156
N -2.605 0.611 0.414 0.2593 -0.2008 -0.1877
C -2.755 2.036 0.784 0.1612 0.7135 0.3123
C -1.416 2.645 1.188 0.1637 -0.2080 -0.4419
C -0.398 2.649 0.043 -0.0583 0.4076 0.2924
O -0.083 1.303 -0.293 0.1725 0.0156 -0.1419
C 1.239 0.919 -0.347 0.1062 -0.2976 0.0938
C 2.252 1.666 -0.928 -0.3039 0.0422 0.0210
C 3.542 1.169 -0.966 -0.0248 -0.1092 0.0895
C 3.859 -0.079 -0.441 -0.1747 0.0824 0.0336
C 5.252 -0.613 -0.512 0.0937 -0.0589 -0.1096
C 2.842 -0.832 0.138 0.0445 0.0862 -0.0365
C 1.562 -0.325 0.185 -0.4684 0.1754 -0.0056
Br 0.162 -1.319 1.008 0.2196 -0.2514 0.1055
H -2.089 0.381 -2.327 0.0593 0.1941 -0.0002
H -1.674 -0.910 -3.426 0.0809 0.0973 -0.0785
H -1.120 -1.008 -1.766 0.1764 0.0386 0.0903
H -3.092 -2.504 -2.344 -0.0666 -0.0238 -0.0459
H -4.057 -1.063 -2.619 -0.0833 -0.0627 -0.0197
H -4.472 -2.061 -0.420 -0.0031 0.0111 0.1395
H -2.777 -1.920 0.022 0.0144 -0.0953 0.0846
H -4.519 -0.110 0.863 0.1046 0.1546 0.0025
H -4.342 0.554 -0.768 0.0868 0.1179 0.0999
H -1.900 0.537 -0.345 -0.1046 -0.0275 0.3935
H -2.186 0.089 1.196 0.0172 0.1501 -0.2581
H -3.465 2.112 1.609 -0.0370 -0.1476 -0.1354
H -3.164 2.571 -0.076 -0.0527 -0.1683 0.0068
H -0.999 2.093 2.033 0.0484 0.0525 0.0759
H -1.582 3.673 1.508 -0.0687 0.0154 0.0402
H -0.814 3.147 -0.841 0.0723 -0.0024 0.0673
H 0.500 3.186 0.356 -0.0430 -0.0568 -0.0578
H 2.029 2.631 -1.358 -0.0228 0.1149 -0.0694
H 4.319 1.764 -1.420 0.0956 0.0812 -0.0498
H 5.430 -1.350 0.266 0.0653 -0.0291 0.0372
H 5.978 0.190 -0.415 0.0908 0.0032 0.0262
H 5.413 -1.094 -1.477 0.0833 -0.0468 -0.0239
H 3.057 -1.803 0.558 -0.0156 -0.0641 0.0518
```
Forces are in eV/Å.

***

3.
Entry from OMol25: a molecular structure, C26H33I2N3O6RbSSe at a distorted geometry (ωB97M-V with the def2-TZVPD basis set).

Output
**Strongest force on any atom**: 2.547 eV/Å
**Electronic energy**: -5045.43981 a.u.
**Highest occupied orbital energy**: -3.729 eV
**E_LUMO**: 0.064 Ha
**Net charge**: -1

Structure (XYZ):
```
73
Properties=species:S:1:pos:R:3:forces:R:3
Rb 0.069 0.895 -0.481 -1.8487 0.6611 -1.6223
I -1.256 2.203 -3.498 -0.5105 0.4642 -0.2055
C -2.667 3.807 -3.355 0.1568 -0.1183 0.0791
I -3.021 4.602 -1.406 0.0080 -0.0219 -0.1327
H -3.618 3.420 -3.698 0.0091 -0.0303 0.0096
H -2.336 4.636 -3.967 0.0290 -0.0233 -0.0107
N -2.343 0.209 1.146 0.0328 -0.3348 0.0722
C -1.882 -0.547 2.321 -0.0021 0.2313 0.2374
C -0.689 0.150 2.996 0.0780 -0.3253 -0.2399
C 0.639 -0.272 2.332 0.1218 0.0988 0.7870
O 1.008 -1.445 2.547 -0.0096 0.1665 0.2592
O 1.242 0.586 1.619 0.5467 -0.0415 1.3388
H -3.076 0.849 1.421 -0.0058 0.0930 -0.1126
H -2.759 -0.415 0.455 -0.0645 0.1430 -0.0855
H -1.567 -1.543 2.006 -0.0336 -0.0095 0.0342
H -2.682 -0.674 3.062 -0.0084 -0.0865 -0.0812
H -0.628 -0.161 4.042 -0.0251 0.0190 0.0045
H -0.823 1.232 2.946 -0.0142 0.0117 0.0413
O 1.422 3.498 -0.503 -0.0439 -0.0285 0.0858
C 0.738 3.526 0.488 0.2398 0.6622 0.4792
O -0.526 3.121 0.502 -0.3027 0.8837 0.4162
C 1.197 4.094 1.835 -0.0462 0.0092 -0.2139
N 0.192 3.794 2.869 0.0811 0.0652 0.0192
C -0.382 5.060 3.346 0.0935 0.1009 -0.0337
C 0.685 6.116 3.073 0.0010 -0.0816 -0.0713
C 1.291 5.639 1.752 -0.0236 -0.0243 0.0607
H 2.165 3.650 2.061 -0.0486 -0.0938 0.0446
H 0.599 3.247 3.614 -0.0569 -0.0590 -0.0028
H -0.788 3.132 1.457 0.0723 -0.0386 -0.0257
H -0.665 4.991 4.395 -0.0433 -0.0675 -0.0172
H -1.282 5.282 2.763 -0.0131 0.0212 0.0562
H 1.439 6.092 3.864 -0.0055 0.0373 0.0143
H 0.277 7.124 3.007 0.0308 0.0202 0.0393
H 2.317 5.974 1.615 0.0022 -0.0228 -0.0803
H 0.703 6.003 0.906 0.0065 0.0289 0.0091
O -0.115 -0.407 -3.847 -0.2085 -0.0151 -0.1000
H -1.011 -0.783 -3.794 0.0651 0.0278 0.0560
H 0.300 -0.663 -3.015 0.1801 -0.3158 0.1312
O 1.208 -1.049 -1.351 0.5945 -0.9353 -1.2647
S 1.772 -1.533 -0.057 1.1733 -1.5351 -0.5263
C 3.542 -1.174 -0.213 0.0482 0.2896 0.1490
C 3.950 -0.364 -1.258 -0.2020 -0.0004 -0.0428
C 5.299 -0.080 -1.420 0.0800 -0.0389 0.0606
C 6.228 -0.599 -0.531 0.0098 0.0373 -0.0573
C 5.806 -1.387 0.533 -0.0117 -0.0105 -0.0104
C 4.461 -1.672 0.699 -0.0737 -0.0071 0.1212
C 2.051 -3.301 -0.344 -0.2891 -0.0954 0.2236
C 2.167 -3.777 -1.639 -0.0024 0.1432 -0.0990
C 2.331 -5.136 -1.851 0.0292 0.0167 0.0254
C 2.370 -6.008 -0.770 0.0159 -0.0120 0.0218
C 2.239 -5.523 0.524 0.0581 -0.0561 -0.0548
C 2.071 -4.162 0.742 -0.0642 0.1402 0.1131
H 3.207 0.026 -1.942 0.0291 -0.0178 -0.0237
H 5.621 0.547 -2.242 -0.0059 -0.0010 -0.0027
H 7.281 -0.389 -0.665 -0.0023 0.0134 0.0196
H 6.532 -1.784 1.231 -0.0229 -0.0045 0.0223
H 4.120 -2.278 1.529 0.0276 -0.0071 0.0084
H 2.113 -3.076 -2.464 -0.0165 -0.0286 -0.0094
H 2.426 -5.514 -2.861 -0.0203 -0.0082 0.0006
H 2.492 -7.070 -0.940 -0.0026 -0.0012 0.0108
H 2.259 -6.207 1.362 -0.0254 0.0152 0.0128
H 1.929 -3.759 1.739 -0.0161 -0.0129 0.0094
Se -3.670 -0.842 -2.329 0.4018 0.3234 0.0784
C -5.092 -2.069 -2.263 0.1846 0.0545 -0.0386
C -5.280 -3.025 -3.268 -0.1865 -0.0712 0.1098
C -6.362 -3.882 -3.196 -0.0122 -0.0039 0.0043
N -7.265 -3.873 -2.213 -0.1113 -0.1089 -0.0081
C -7.077 -2.967 -1.253 -0.0220 -0.0022 0.0219
C -6.032 -2.062 -1.226 -0.0824 -0.1571 -0.1153
H -4.581 -3.081 -4.092 -0.0085 -0.0121 -0.0205
H -6.528 -4.627 -3.970 0.0624 0.0256 -0.0224
H -7.820 -2.974 -0.459 0.0486 0.0568 0.0281
H -5.935 -1.349 -0.418 -0.0247 0.0050 0.0153
```
Forces are in eV/Å.

***

| no. | HOMO-LUMO gap (eV) |
| --- | --- |
| 1 | 8.44 |
| 2 | 9.20 |
| 3 | 5.47 |